The molecule C6H12O. Source: the Open Molecules 2025 dataset; level of theory: ωB97M-V/def2-TZVPD.

Element x y z (Å)
C -0.08 -0.85 2.39
C 0.64 0.14 1.56
C 1.14 0.10 0.17
O 0.81 -0.21 -1.11
C -0.45 0.23 -1.51
C -0.71 -0.53 -2.77
C 0.07 1.35 0.94
H 0.58 -1.71 2.52
H -1.01 -1.20 1.92
H -0.31 -0.41 3.36
H 1.60 0.43 1.97
H 2.21 -0.16 0.19
H -1.16 -0.03 -0.72
H -0.46 1.33 -1.62
H -0.06 -0.16 -3.58
H -1.76 -0.46 -3.06
H -0.44 -1.57 -2.56
H -1.04 1.35 0.98
H 0.43 2.36 0.94

## Properties
Relative energy (zero: lowest compared OMol25 entry of this formula, charge and spin) = 98.88 kcal/mol
SMILES string = CCO[C@H]1C[C@H]1C
E = -310.90169 hartree

Just the Löwdin charges please, in e? Sure, here they are: -0.052 -0.419 -0.177 -0.106 -0.306 -0.070 -0.033 0.081 0.080 0.081 0.135 0.144 0.108 0.132 0.082 0.075 0.084 0.098 0.064